C41H47F5MnN5O5SSbSe as an isolated structure, computed with the ωB97M-V functional and the def2-TZVPD basis.

Results
**ΔE to the lowest compared entry with this formula, charge and spin**: 0.0 kJ/mol
**Spin multiplicity**: 6
**Gap between HOMO and LUMO (alpha / beta)**: 0.19156 / 0.20951 hartree
**Expectation value of S²**: 8.875

Cartesian coordinates (Å):
Mn -0.108 -0.431 0.005
C 2.718 -3.094 -1.779
S 1.092 -3.376 -2.464
C 1.418 -2.712 -4.096
O 0.167 -2.412 -1.785
H 3.424 -3.772 -2.261
H 2.657 -3.311 -0.713
H 3.000 -2.052 -1.922
H 2.131 -3.355 -4.610
H 1.811 -1.701 -3.996
H 0.469 -2.708 -4.630
C -0.860 -0.033 6.823
C -1.539 1.158 6.148
Sb -1.291 1.057 4.002
C 0.773 1.683 4.071
C 1.040 3.085 4.604
C -2.179 2.968 3.507
C -2.500 3.889 4.680
H -0.976 -0.007 7.909
H 0.213 -0.054 6.614
H -1.274 -0.981 6.470
H -1.130 2.098 6.521
H -2.607 1.165 6.372
H 1.182 1.580 3.067
H 1.280 0.931 4.683
H 0.582 3.846 3.968
H 2.112 3.295 4.628
H 0.655 3.225 5.617
H -3.078 2.749 2.929
H -1.481 3.456 2.822
H -3.194 3.422 5.381
H -2.962 4.819 4.337
H -1.604 4.155 5.242
C -3.833 0.101 -5.481
N -3.648 0.031 -4.035
N -2.428 0.522 -3.569
C -2.005 -0.244 -2.500
O -1.037 0.097 -1.814
C -2.922 -1.343 -2.412
C -3.870 -1.148 -3.360
C -5.016 -2.016 -3.743
C -2.103 1.900 -3.728
C -3.102 2.859 -3.827
C -2.750 4.187 -4.027
C -1.413 4.556 -4.090
C -0.423 3.593 -3.951
C -0.764 2.260 -3.784
H -3.526 1.087 -5.820
H -4.889 -0.026 -5.709
H -3.245 -0.659 -6.003
H -2.854 -2.150 -1.704
H -5.108 -2.837 -3.037
H -4.870 -2.438 -4.740
H -5.949 -1.452 -3.749
H -4.139 2.564 -3.749
H -3.525 4.936 -4.115
H -1.144 5.595 -4.229
H 0.623 3.871 -3.980
H 0.003 1.504 -3.681
C 3.955 1.861 -2.846
C 4.453 1.727 -1.553
C 3.798 0.961 -0.608
C 2.611 0.277 -0.925
C 2.109 0.438 -2.223
C 2.770 1.218 -3.164
N 1.879 -0.464 0.003
C 2.507 -1.094 1.076
C 3.759 -1.729 0.989
C 4.278 -2.443 2.057
C 3.577 -2.558 3.251
C 2.341 -1.938 3.354
C 1.819 -1.219 2.291
H 4.474 2.465 -3.578
H 5.358 2.251 -1.269
H 4.170 0.922 0.406
H 1.179 -0.054 -2.477
H 2.355 1.316 -4.163
H 4.325 -1.661 0.069
H 5.245 -2.919 1.951
H 3.987 -3.117 4.081
H 1.773 -2.003 4.276
H 0.867 -0.711 2.420
O -2.752 1.338 0.144
C -1.751 2.027 0.220
C -1.731 3.534 0.021
C -0.292 3.926 0.313
C 0.415 2.598 0.574
O 1.585 2.509 0.877
N -0.483 1.550 0.481
H -2.476 4.005 0.661
H -2.022 3.717 -1.013
H -0.176 4.556 1.197
H 0.212 4.432 -0.511
O -1.652 -1.274 1.063
N -0.892 -2.233 0.979
F 3.477 -6.772 0.905
C 2.298 -6.168 0.885
C 1.506 -6.251 -0.246
F 1.936 -6.927 -1.307
C 0.277 -5.619 -0.262
F -0.477 -5.717 -1.355
C -0.163 -4.880 0.823
Se -1.787 -3.903 0.742
C 0.640 -4.825 1.958
F 0.231 -4.182 3.041
C 1.867 -5.465 1.996
F 2.618 -5.438 3.087